(1)
# C3H3NOS

A molecular structure, C3H3NOS (wB97M-V/def2-TZVPD, the Open Molecules 2025 dataset).

Properties
- LUMO level (alpha / beta): 0.88 / -2.39 eV
- ⟨S²⟩: 2.0102
- Energy: -644.0705 Ha

ORCA input file:
```
! RIJCOSX wB97M-V def2-TZVPD def2/J DEFGRID3
* xyz 0 3
C 0.1227 0.7888 -1.3034
C -0.8819 -1.0839 1.3342
C -0.2077 0.1427 0.4809
N 1.0150 0.0310 -1.6789
O 0.4856 0.8328 1.1909
S -1.5997 -0.7411 2.6616
H -0.3207 1.7583 -1.4392
H -0.2300 -2.0304 1.1547
H 1.6167 0.3017 -2.4008
*
```


(2)
# C8H15Br3O

A molecular structure, C8H15Br3O (wB97M-V/def2-TZVPD, the Open Molecules 2025 dataset).

Properties
- LUMO level: -1.11 eV
- Energy: -8110.9299 Ha

ORCA input file:
```
! RIJCOSX wB97M-V def2-TZVPD def2/J DEFGRID3
* xyz 0 1
C -2.7853 2.1388 -0.1659
C 2.8370 -2.7288 0.8038
C -1.9608 1.0203 -0.8358
C -0.4822 0.9653 -0.3805
C 0.2483 -0.3927 -0.2332
C 1.6010 -0.4105 0.4886
C 2.4111 -1.5834 0.0228
C 5.1439 0.3208 0.3125
O 2.8064 -1.5404 -1.1711
Br 6.3258 1.7653 1.0059
Br 4.5127 1.1034 -1.4677
Br 6.0842 -1.3948 0.0322
H -3.8004 1.8791 0.0541
H -2.8413 2.9993 -0.8046
H -2.3117 2.3042 0.7873
H 3.0967 -3.6640 0.1806
H 2.2738 -2.9769 1.5872
H 3.7689 -2.3003 1.2738
H -2.4569 0.1696 -0.4235
H -2.1152 0.7986 -1.8586
H 0.1447 1.5640 -0.9893
H -0.4772 1.2359 0.6750
H 0.3301 -0.8795 -1.2250
H -0.4210 -0.9003 0.3694
H 1.4570 -0.4635 1.6479
H 2.0764 0.5032 0.4631
H 2.9430 -0.6001 -1.5991
*
```


(3)
# C48H27CaCl4F5N5

A molecular structure, C48H27CaCl4F5N5 (wB97M-V/def2-TZVPD, the Open Molecules 2025 dataset).

Properties
- LUMO level: 1.23 eV
- Energy: -5137.0595 Ha

ORCA input file:
```
! RIJCOSX wB97M-V def2-TZVPD def2/J DEFGRID3
* xyz -1 1
Ca 0.3152 0.1543 0.5717
Cl -2.6674 -5.9310 7.0476
C -2.2346 -4.9083 5.7014
C -1.3297 -3.8776 5.8914
C -0.9931 -3.0702 4.8152
C -1.5506 -3.2848 3.5572
C -2.4563 -4.3265 3.3951
C -2.8038 -5.1430 4.4626
C -1.1761 -2.3990 2.4120
C -1.9847 -1.2552 2.2321
C -3.1300 -0.8833 3.0462
C -3.5715 0.3095 2.5825
C -2.6954 0.6857 1.4840
C -2.7454 1.8973 0.7576
C -3.8232 2.8534 1.1529
C -3.6888 3.6200 2.3090
C -4.6759 4.5146 2.6927
C -5.8098 4.6421 1.9075
Cl -7.0595 5.7648 2.3785
C -5.9693 3.8951 0.7547
C -4.9718 3.0033 0.3846
C -1.8746 2.3355 -0.2640
N -0.8118 1.6493 -0.7505
C -0.1992 2.4024 -1.6908
C 0.9585 2.0268 -2.4123
C 1.4364 2.9939 -3.4419
C 0.6665 3.2967 -4.5619
C 1.1114 4.1929 -5.5225
C 2.3461 4.7952 -5.3593
Cl 2.9152 5.9209 -6.5632
C 3.1343 4.5192 -4.2547
C 2.6736 3.6219 -3.3040
C 1.7185 0.8407 -2.2740
C 2.8317 0.4411 -3.1199
C 3.2538 -0.7657 -2.6734
C 2.4058 -1.1228 -1.5480
N 1.5106 -0.1266 -1.3534
C 2.4870 -2.3204 -0.8006
C 1.6218 -2.7573 0.2310
C 1.8042 -3.9397 1.0596
C 0.7873 -3.9551 1.9531
C -0.0307 -2.7857 1.6820
N 0.5080 -2.1131 0.6376
C 3.6253 -3.2241 -1.1303
C 4.9418 -2.8206 -0.9146
C 6.0071 -3.6540 -1.2197
C 5.7514 -4.9083 -1.7468
Cl 7.0840 -5.9645 -2.1364
C 4.4550 -5.3393 -1.9686
C 3.4007 -4.4937 -1.6580
C -0.9154 3.6625 -1.8161
C -1.9453 3.6202 -0.9380
N -1.7863 -0.2950 1.3021
H -0.8964 -3.7095 6.8678
H -0.2886 -2.2580 4.9476
H -2.8936 -4.4978 2.4193
H -3.5085 -5.9538 4.3375
H -3.5378 -1.4560 3.8646
H -4.4068 0.8830 2.9527
H -2.7934 3.5143 2.9092
H -4.5661 5.1101 3.5886
H -6.8637 4.0098 0.1576
H -5.0845 2.4107 -0.5148
H -0.2996 2.8210 -4.6801
H 0.5102 4.4216 -6.3920
H 4.0927 5.0065 -4.1387
H 3.2766 3.4056 -2.4309
H 3.2220 0.9941 -3.9597
H 4.0470 -1.3684 -3.0865
H 2.6121 -4.6499 0.9829
H 0.6122 -4.6839 2.7290
H 5.1281 -1.8411 -0.4922
H 7.0266 -3.3386 -1.0450
H 4.2761 -6.3224 -2.3825
H 2.3819 -4.8180 -1.8299
H -0.6543 4.4795 -2.4698
H -2.6748 4.3931 -0.7536
C -1.5569 -0.4371 -4.3810
C -1.5070 -0.8761 -2.9912
N -1.4260 -1.2302 -1.9036
H -2.5861 -0.2461 -4.6800
H -1.1326 -1.2032 -5.0275
H -0.9768 0.4786 -4.4924
F 3.0403 0.6871 2.5341
C 1.7136 1.1674 2.5129
F 1.2347 0.8638 3.8045
C 1.8803 2.6782 2.5329
F 0.6709 3.2798 2.6198
F 2.4465 3.1000 1.3790
F 2.6306 3.1916 3.5326
*
```


(4)
# C5H8O2

A single C5H8O2 molecule (wB97M-V/def2-TZVPD, the Open Molecules 2025 dataset).

Properties
- LUMO level (alpha / beta): -0.84 / 0.61 eV
- Energy: -345.6591 Ha

ORCA input file:
```
! RIJCOSX wB97M-V def2-TZVPD def2/J DEFGRID3
* xyz 0 1
C 1.6088 -1.3033 -0.0315
C 0.3218 -0.6671 -0.4291
O -0.0088 -0.8688 -1.6772
C -0.6554 -0.2468 0.6314
C -0.8068 1.2724 0.7138
C -0.8417 1.6472 -0.8125
O -1.1903 2.7576 -1.1329
H 1.4489 -2.3888 0.0444
H 2.3745 -1.1343 -0.7920
H 1.9481 -0.9395 0.9409
H -0.6466 -0.0923 -1.8088
H -1.6275 -0.6670 0.3329
H -0.3476 -0.7028 1.5798
H -1.6731 1.5923 1.3089
H 0.0956 1.7412 1.1318
*
```


> Look up the energy of the third one.

-5137.0595 Ha


> Which of these has the lowest energy?

C8H15Br3O


> Which of these has the lowest energy?

C8H15Br3O


> The lowest energy belongs to which entry?

C8H15Br3O